Record 1
2 unconnected molecules or ions with the total composition C4H15N3O in a non-equilibrium geometry. Source: the Open Molecules 2025 dataset; level of theory: ωB97M-V with the def2-TZVPD basis set.

Its lowest unoccupied orbital energy (spin up / spin down) is 0.141 / 0.135 Eh. Its electronic energy is -10906.49961 eV. The calculation puts the energy relative to the best compared isomer or geometry (same formula, charge and spin) at 130.78 kJ/mol.

The geometry in ORCA input format:
```
! RIJCOSX wB97M-V def2-TZVPD def2/J DEFGRID3
* xyz -1 2
N 0.5230 -1.0820 1.8432
C 1.5152 -1.2793 0.7879
C 1.0123 -0.8807 -0.6170
N 1.3120 0.5711 -0.8066
C 0.2291 1.2636 -1.6142
C -0.7147 2.1044 -0.7296
N -1.6085 1.3173 0.0980
H 0.9386 -0.8759 2.7383
H -0.0466 -0.2226 1.6321
H 1.7092 -2.3993 0.7713
H 2.5626 -1.0164 1.0036
H 1.5944 -1.4375 -1.3519
H -0.0652 -1.0271 -0.6983
H 1.3884 1.0995 0.0557
H 0.8042 2.0255 -2.1440
H -0.4384 0.6187 -2.2081
H -0.0961 2.8358 -0.1463
H -1.4381 2.5544 -1.4841
H -1.3454 0.3387 0.1495
H -2.5449 1.2792 -0.3312
H -2.0481 -1.7734 1.7133
H -1.1682 -2.1587 0.5937
O -2.0750 -1.8553 0.7447
*
```

---

Record 2
A gas-phase ion, C3H7N2S (charge +1) in a non-equilibrium geometry. Source: the Open Molecules 2025 dataset; level of theory: ωB97M-V with the def2-TZVPD basis set.

Its lowest unoccupied orbital energy is -0.183 Eh. Its electronic energy is -17032.67986 eV. The calculation puts the energy relative to the best compared isomer or geometry (same formula, charge and spin) at 85.95 kJ/mol.

The geometry in ORCA input format:
```
! RIJCOSX wB97M-V def2-TZVPD def2/J DEFGRID3
* xyz 1 1
C -0.3643 0.5640 -0.0129
C -0.3691 -0.8285 0.4979
C 2.1354 0.7484 -0.0388
N 0.9120 1.2673 0.0324
N -0.8796 -1.8100 -0.1932
S 2.5423 -0.8358 -0.0058
H -0.7460 0.5794 -1.0432
H -1.0526 1.1433 0.6228
H -0.0713 -1.0233 1.5192
H 2.9338 1.4820 -0.1150
H 0.8245 2.2754 -0.0312
H -0.9351 -2.7486 0.1845
H -1.1532 -1.6835 -1.1628
*
```

---

Record 3
A molecular structure, C14H46BNaO14 in a non-equilibrium geometry. Source: the Open Molecules 2025 dataset; level of theory: ωB97M-V with the def2-TZVPD basis set.

Its lowest unoccupied orbital energy (spin up / spin down) is -0.134 / -0.329 Eh. Its electronic energy is -49006.42123 eV.

The geometry in ORCA input format:
```
! RIJCOSX wB97M-V def2-TZVPD def2/J DEFGRID3
* xyz 1 2
Na 3.6676 0.1481 0.6954
B 0.9965 -0.3252 0.0771
H 0.8696 -1.3354 -0.2801
H 1.6148 0.2113 -0.6259
H 0.0135 0.1168 0.1274
H 1.4559 -0.3596 1.0528
C 1.4584 2.1322 3.9322
C 2.3152 3.3863 3.9758
O 2.1236 4.0418 2.7682
O 0.1007 2.3849 3.8774
H 1.5678 1.5418 4.8419
H 1.7155 1.4632 3.1109
H 3.4026 3.3268 4.0215
H 1.8747 4.0125 4.7517
H 1.2032 4.3095 2.7144
H -0.1769 2.5407 2.9717
C -1.8437 -3.0517 -3.0648
C -2.0778 -1.9702 -4.1381
O -2.2512 -0.7099 -3.5206
O -0.5112 -3.0550 -2.6514
H -1.9819 -4.0586 -3.4586
H -2.4953 -2.9292 -2.1996
H -3.0005 -2.1043 -4.7027
H -1.2208 -1.8640 -4.8032
H -1.4073 -0.3484 -3.2400
H -0.4022 -2.4595 -1.9063
C 3.4323 -4.7614 -0.0245
C 3.6217 -3.3310 -0.5058
O 3.0960 -2.3704 0.4085
O 4.3012 -5.0426 1.0743
H 3.7481 -5.5258 -0.7345
H 2.3752 -4.9292 0.1816
H 3.2726 -3.1035 -1.5130
H 4.7033 -3.1982 -0.4818
H 2.2849 -1.9909 0.0624
H 4.3328 -5.9659 1.3354
C -1.2838 -1.1735 2.8362
C -0.3194 -1.3257 4.0690
O -0.2980 -2.6049 4.5372
O -0.9562 -1.8567 1.6429
H -1.2951 -0.1338 2.5089
H -2.2996 -1.4284 3.1383
H -0.6269 -0.6475 4.8650
H 0.7362 -1.1778 3.8408
H -1.1919 -2.8960 4.7319
H -0.3643 -1.2949 1.1373
C -3.2820 1.0523 -0.9415
C -3.7850 -0.3960 -0.6335
O -5.0687 -0.2767 0.0151
O -4.1901 1.8277 -1.7647
H -2.3306 1.0298 -1.4729
H -3.0865 1.6647 -0.0613
H -3.1756 -1.0447 -0.0043
H -3.9940 -0.8815 -1.5868
H -4.9129 -0.1549 0.9545
H -4.8942 2.0889 -1.1666
C 0.7838 1.0275 -4.8480
C 1.1335 1.0672 -3.3083
O 0.1891 0.3706 -2.4726
O 0.7679 -0.2122 -5.4692
H 1.5525 1.5784 -5.3899
H -0.2559 1.3151 -5.0042
H 1.1387 2.0979 -2.9537
H 2.1454 0.6978 -3.1416
H 0.5668 0.0951 -1.6342
H 0.1692 -0.7620 -4.9584
C -0.7865 4.4546 0.8705
C 0.0900 3.3020 0.3492
O -0.2926 2.1379 1.0690
O -0.3845 4.7736 2.1561
H -1.8484 4.2094 0.8517
H -0.6411 5.2655 0.1568
H 1.1352 3.5096 0.5786
H -0.0192 3.1309 -0.7217
H 0.0518 1.3828 0.5865
H -1.0561 5.3623 2.5082
*
```

---

Record 4
A molecular structure, C3H6O3 in a non-equilibrium geometry. Source: the Open Molecules 2025 dataset; level of theory: ωB97M-V with the def2-TZVPD basis set.

Its lowest unoccupied orbital energy is 0.026 Eh. Its electronic energy is -9347.68531 eV. The calculation puts the energy relative to the best compared isomer or geometry (same formula, charge and spin) at 350.37 kJ/mol.

The geometry in ORCA input format:
```
! RIJCOSX wB97M-V def2-TZVPD def2/J DEFGRID3
* xyz 0 1
C -1.0433 -0.1531 -0.5773
C 0.0662 1.2694 0.5812
C 0.4564 -0.4875 -0.1850
O -1.2849 0.8719 0.3997
O 1.3718 -0.6373 -1.2470
O 0.6349 -1.5269 0.7226
H -1.2506 0.3009 -1.5868
H -1.6746 -1.0453 -0.5055
H 0.1443 1.3374 1.6244
H 0.5059 2.0964 0.0381
H 1.2732 0.1314 -1.7550
H 1.2340 -2.2363 0.4968
*
```

---

Record 5
2 unconnected molecules or ions with the total composition CCl2NOP. Source: the Open Molecules 2025 dataset; level of theory: ωB97M-V with the def2-TZVPD basis set.

Its lowest unoccupied orbital energy is -0.075 Eh. Its electronic energy is -38906.23228 eV. The calculation puts the energy relative to the best compared isomer or geometry (same formula, charge and spin) at 293.33 kJ/mol.

The geometry in ORCA input format:
```
! RIJCOSX wB97M-V def2-TZVPD def2/J DEFGRID3
* xyz 0 1
C 0.4176 -0.5276 -0.9147
N -0.3977 0.1620 -1.3598
O 2.9217 -1.0818 -0.4882
P 1.6342 -1.7112 -0.2003
Cl -2.9184 0.8167 1.2767
Cl -1.6575 2.3418 1.6864
*
```

---

Record 6
C5H10O in the gas phase in a non-equilibrium geometry. Source: the Open Molecules 2025 dataset; level of theory: ωB97M-V with the def2-TZVPD basis set.

Its lowest unoccupied orbital energy is 0.044 Eh. Its electronic energy is -7391.78351 eV. The calculation puts the energy relative to the best compared isomer or geometry (same formula, charge and spin) at 287.70 kJ/mol.

The geometry in ORCA input format:
```
! RIJCOSX wB97M-V def2-TZVPD def2/J DEFGRID3
* xyz 0 1
C -1.3482 0.3176 -2.4330
C -0.2333 0.5622 -1.4166
O -0.3988 -0.2791 -0.2593
C 0.5862 -0.1604 0.7371
C 0.6926 0.1293 2.5349
C 0.6849 -1.1765 1.7826
H -1.2290 0.9921 -3.2939
H -2.3313 0.5099 -1.9953
H -1.3342 -0.7072 -2.8177
H 0.7370 0.3677 -1.9071
H -0.2432 1.6135 -1.1062
H 1.4979 0.2656 0.3270
H 1.5965 0.7121 2.6738
H -0.0452 0.3032 3.3123
H 1.5987 -1.6709 2.0199
H -0.2305 -1.7791 1.8416
*
```